Entry 1:
A 2-piece molecular cluster, C5H13NO overall. Source: the OMol25 dataset; level of theory: ωB97M-V with the def2-TZVPD basis set.

Output
* frontier orbital gap: 8.4 eV
* E_tot: -328.20033 hartree

ORCA input file:
```
! RIJCOSX wB97M-V def2-TZVPD def2/J DEFGRID3
* xyz 0 1
C -2.3503 1.2725 1.4310
C -1.1323 1.6616 0.5176
N 1.5218 0.8833 -0.6233
C 0.3879 0.2373 -0.9231
C -0.8404 0.6607 -0.5618
C 0.5317 -0.7889 -2.1099
H -2.4143 2.2555 1.8993
H -2.1311 0.5845 2.1752
H -3.2027 1.1094 0.6830
H -1.3904 2.6247 0.0771
H -0.3840 1.6519 1.2343
H 2.4009 0.5296 -0.8810
H 1.3878 1.6514 -0.1006
H -1.7446 0.2761 -1.0097
H -0.3320 -0.9934 -2.6732
H 1.0003 -1.8453 -1.7968
H 0.8429 -0.0681 -3.0168
H 1.4184 -2.5310 1.2902
H 1.1691 -3.8106 1.3733
O 1.6434 -3.2346 1.8732
*
```

***

Entry 2:
An isolated ion of composition C4H11N4S and charge +1. Source: the OMol25 dataset; level of theory: ωB97M-V with the def2-TZVPD basis set.

Output
* frontier orbital gap: 8.3 eV
* E_tot: -775.84685 hartree

ORCA input file:
```
! RIJCOSX wB97M-V def2-TZVPD def2/J DEFGRID3
* xyz 1 1
C -0.2856 0.6183 -0.6179
C 0.3523 -0.0694 0.5566
C -0.4284 -1.9718 1.8754
C 1.0777 2.5884 -0.8901
N -1.3635 -0.1181 -0.9908
N -1.3994 -1.3085 -0.2601
N -0.6237 -0.9906 0.9133
N 0.0178 1.7103 -1.4093
S 1.9515 -0.8452 -0.3040
H 0.5922 0.4539 1.3784
H -1.2365 -2.5770 1.7488
H 0.3734 -2.7203 1.6982
H -0.3314 -1.6557 2.8998
H 1.0244 3.6500 -1.3455
H 1.1491 2.6481 0.2311
H 2.1395 2.1436 -1.1204
H -2.0523 0.3382 -1.5541
H -2.3912 -1.4939 -0.2013
H 1.4568 -2.0887 -0.2010
H -0.0228 1.6886 -2.4069
*
```

***

Entry 3:
A 8-piece molecular cluster, C25H55IN7O9 overall. Source: the OMol25 dataset; level of theory: ωB97M-V with the def2-TZVPD basis set.

Output
* frontier orbital gap: 5.0 eV
* E_tot: -2343.82272 hartree

ORCA input file:
```
! RIJCOSX wB97M-V def2-TZVPD def2/J DEFGRID3
* xyz -1 1
O 1.4743 0.7975 3.6482
C 0.1915 0.7833 3.5119
O -0.5277 0.0679 4.4455
C -0.5143 1.5314 2.2654
C -0.9031 0.3735 1.1860
C 0.5043 -0.0550 0.4997
I 0.6059 1.0568 -1.4059
H 0.2924 2.1578 1.7523
H -1.4307 2.1278 2.5883
H -1.4295 -0.4912 1.7054
H -1.6230 0.8511 0.4253
H 1.4084 0.3003 1.1106
H 0.6184 -1.1779 0.3726
C 0.3889 5.9877 1.6827
C -1.0980 5.7718 1.7727
O -1.7351 5.2452 0.8726
N -1.7317 6.1852 2.9063
C -1.1477 6.8221 4.0677
H 0.7562 5.6103 0.7286
H 0.6161 7.0548 1.7441
H 0.8940 5.4471 2.4864
H -2.7255 6.0101 2.9010
H -1.3490 6.1970 4.9402
H -1.6263 7.7950 4.2038
H -0.0740 6.9607 3.9652
C 0.7073 -2.7860 -2.9390
C -0.6939 -2.8670 -2.3938
O -1.0522 -2.2154 -1.4246
N -1.5718 -3.7016 -3.0196
C -1.3290 -4.5441 -4.1715
H 1.2919 -2.0847 -2.3430
H 1.1855 -3.7673 -2.8878
H 0.6866 -2.4295 -3.9714
H -2.4915 -3.7077 -2.6038
H -2.0210 -4.2509 -4.9609
H -1.5262 -5.5787 -3.8867
H -0.3073 -4.4590 -4.5370
C -5.3311 -7.3437 -5.9538
C -4.5285 -6.0711 -5.8955
O -3.8484 -5.7729 -4.9224
N -4.5773 -5.2410 -6.9733
C -5.3188 -5.4242 -8.2028
H -5.1968 -7.9038 -5.0286
H -6.3923 -7.1112 -6.0668
H -4.9898 -7.9630 -6.7863
H -4.0177 -4.4070 -6.8685
H -4.6094 -5.4276 -9.0321
H -6.0030 -4.5821 -8.3183
H -5.8854 -6.3530 -8.2094
C 1.4484 1.3190 6.9279
C 1.8504 2.6561 7.4881
O 1.0268 3.5035 7.8271
N 3.1813 2.9163 7.6152
C 4.2891 2.0526 7.2727
H 0.3620 1.2498 6.8826
H 1.8433 1.2039 5.9145
H 1.8199 0.5180 7.5724
H 3.3818 3.8305 7.9972
H 4.8824 1.8804 8.1743
H 4.9055 2.5626 6.5290
H 3.9580 1.0973 6.8715
C 2.8359 7.0741 8.1337
C 4.2559 6.7198 8.4857
O 4.6486 5.5622 8.5186
N 5.1138 7.7390 8.7736
C 4.8324 9.1587 8.7860
H 2.2701 6.1636 7.9296
H 2.3630 7.5953 8.9692
H 2.8181 7.7007 7.2391
H 6.0476 7.4305 9.0004
H 5.4947 9.6469 8.0677
H 5.0423 9.5423 9.7870
H 3.7988 9.3760 8.5272
C -3.6274 -1.2979 -11.5873
C -3.7934 -2.5760 -10.8101
O -4.5215 -2.6527 -9.8297
N -3.0990 -3.6696 -11.2324
C -2.1974 -3.7676 -12.3613
H -4.2374 -0.5146 -11.1382
H -2.5829 -0.9794 -11.5639
H -3.9547 -1.4428 -12.6193
H -3.2553 -4.4913 -10.6681
H -2.5790 -4.5328 -13.0407
H -1.2158 -4.0719 -11.9921
H -2.1038 -2.8258 -12.8968
C 1.8821 -3.8572 2.6086
C 2.7332 -3.3263 1.4865
O 2.9000 -2.1315 1.3094
N 3.3271 -4.2313 0.6529
C 3.2442 -5.6748 0.7070
H 1.4766 -3.0252 3.1857
H 1.0488 -4.4364 2.2036
H 2.4860 -4.4788 3.2740
H 3.8820 -3.8071 -0.0756
H 4.2546 -6.0736 0.8261
H 2.8260 -6.0315 -0.2373
H 2.6220 -6.0209 1.5291
*
```

***

Entry 4:
C22H28BaN6O7S2 as an isolated structure. Source: the OMol25 dataset; level of theory: ωB97M-V with the def2-TZVPD basis set.

Output
* frontier orbital gap: 7.5 eV
* E_tot: -2532.26633 hartree

ORCA input file:
```
! RIJCOSX wB97M-V def2-TZVPD def2/J DEFGRID3
* xyz 0 1
Ba 0.9753 0.1701 0.0526
O 3.0125 1.4713 -0.8039
S 3.5457 1.6345 0.5890
O 3.3813 2.9452 1.1386
N 2.9344 0.4376 1.5396
C 3.6428 -0.7235 1.2431
O 3.1571 -1.8418 1.2792
C 5.0568 -0.3686 0.8340
C 6.1637 -1.1910 0.7821
C 7.3894 -0.6195 0.4508
C 7.4968 0.7351 0.1614
C 6.3766 1.5625 0.1771
C 5.1797 0.9786 0.5221
H 6.0710 -2.2442 1.0105
H 8.2768 -1.2380 0.4238
H 8.4650 1.1548 -0.0769
H 6.4455 2.6144 -0.0637
C 1.0378 4.8355 -2.6471
C 0.2352 4.5796 -1.3746
C 0.7921 5.4435 -0.2377
C -1.2368 4.8954 -1.6154
N 0.3820 3.1317 -1.1133
N -0.1066 2.6903 0.1609
H 0.9184 5.8692 -2.9719
H 0.6981 4.1759 -3.4465
H 2.1026 4.6541 -2.4783
H 0.8523 6.4847 -0.5580
H 1.7945 5.1150 0.0485
H 0.1522 5.4206 0.6467
H -1.3508 5.9343 -1.9296
H -1.8335 4.7539 -0.7121
H -1.6437 4.2443 -2.3896
H 1.3749 2.9021 -1.1688
H -1.1224 2.7281 0.1514
H 0.2212 3.2938 0.9155
S -2.8917 1.4745 -1.1464
C -3.9774 0.4307 -0.3765
N -3.5559 -0.4364 0.5520
C -4.4270 -1.3605 1.2543
C -5.5829 -1.7465 0.3467
C -6.2742 -0.4818 -0.1318
N -5.2833 0.4205 -0.6987
H -2.5538 -0.4549 0.7167
H -4.8091 -0.9023 2.1732
H -3.8432 -2.2363 1.5365
H -6.2876 -2.3867 0.8764
H -5.1970 -2.2974 -0.5135
H -6.7981 -0.0006 0.7005
H -7.0117 -0.7103 -0.9010
H -5.5503 1.0956 -1.3940
O -1.0573 -1.1691 0.7830
C -0.6285 -2.0385 -0.0585
O 0.0173 -1.7463 -1.1086
C -0.8559 -3.4908 0.2421
C -0.3048 -4.4627 -0.5837
C -0.5001 -5.8051 -0.3034
C -1.2558 -6.1394 0.8047
C -1.8178 -5.1947 1.6437
C -1.6072 -3.8579 1.3535
N -1.4687 -7.5717 1.1117
O -2.1735 -7.8435 2.0627
O -0.9261 -8.3874 0.3950
H 0.2764 -4.1512 -1.4397
H -0.0837 -6.5844 -0.9231
H -2.3973 -5.5125 2.4971
H -2.0111 -3.0825 1.9895
*
```

***

Entry 5:
A 4-piece molecular cluster, H8O4 overall. Source: the OMol25 dataset; level of theory: ωB97M-V with the def2-TZVPD basis set.

Output
* frontier orbital gap: 11.7 eV
* E_tot: -305.73042 hartree

ORCA input file:
```
! RIJCOSX wB97M-V def2-TZVPD def2/J DEFGRID3
* xyz 0 1
H -0.1970 -1.2501 1.1666
H -1.5641 -0.6935 0.9362
H -3.7472 0.7616 -0.1106
H -2.8019 -0.1413 -0.8206
H 1.9593 -0.7855 -0.6469
H 2.1713 -1.8836 -1.6345
H 2.6316 2.0067 -0.7170
H 2.6780 2.2313 0.9128
O -0.9636 -0.7770 1.6481
O -3.2038 0.7522 -0.9087
O 1.6796 -1.6684 -0.8225
O 2.3465 1.6625 0.1974
*
```

***

Entry 6:
A 3-piece molecular cluster, C24H29BrCl2IN3O7P overall. Source: the OMol25 dataset; level of theory: ωB97M-V with the def2-TZVPD basis set.

Output
* frontier orbital gap: 6.9 eV
* E_tot: -5755.82330 hartree

ORCA input file:
```
! RIJCOSX wB97M-V def2-TZVPD def2/J DEFGRID3
* xyz 1 1
C 2.6618 -0.5057 2.6382
C 3.3319 0.0602 1.2830
N 4.6101 -0.1686 1.0980
C 2.3821 0.8662 0.2220
C 0.9331 0.9576 0.9216
C -0.1964 -0.1210 0.6932
C 0.0242 -1.3581 -0.2866
Cl -0.3234 -2.9957 0.4462
C -0.7517 -1.0605 -1.6826
C -1.2944 0.4415 -1.8331
Cl -2.1647 -2.2401 -1.9088
C -1.5405 0.1790 1.4887
Br -3.0990 -1.0551 1.2710
N -1.7489 1.2845 2.3442
N -0.7399 2.1432 2.4727
P -1.0675 3.5552 3.5834
O -2.7549 3.6897 3.8141
I -0.0807 2.8710 5.7734
C 0.5670 2.1563 1.8845
C 1.6272 3.3376 2.1472
C 2.6166 3.3782 3.3348
C 3.5357 4.6478 3.4241
C 3.4755 5.8118 2.3693
C 2.5052 5.7312 1.1556
C 1.5863 4.4887 1.0722
H 2.2299 0.3403 3.2975
H 1.7947 -1.2291 2.4022
H 3.4228 -1.0530 3.3063
H 4.8923 0.2637 0.1981
H 2.8487 1.9145 0.0971
H 2.3792 0.2602 -0.7470
H 1.1470 -1.3567 -0.5548
H -0.0660 -1.2456 -2.5944
H -2.2034 0.6762 -1.1672
H -1.6600 0.5873 -2.9212
H -0.5007 1.2507 -1.6652
H -2.9540 3.6980 4.7844
H 2.6737 2.5332 4.0976
H 4.2849 4.7939 4.2855
H 4.1290 6.7397 2.4542
H 2.3931 6.5174 0.3415
H 0.8529 4.4145 0.1856
C 4.5579 -5.5317 -1.8500
C 4.0876 -4.1495 -1.4543
C 2.5959 -4.0051 -1.3981
O 2.4224 -2.6108 -1.6302
C 3.4914 -2.2047 -2.3759
O 3.5797 -1.1312 -2.9014
O 4.4384 -3.1806 -2.4434
H 5.6274 -5.5214 -2.0746
H 4.3735 -6.2512 -1.0485
H 4.0507 -5.8799 -2.7535
H 4.5588 -3.8489 -0.5116
H 2.1828 -4.2915 -0.4300
H 2.0727 -4.5535 -2.1876
C -5.7053 -1.9728 -1.5470
C -6.2538 -0.8345 -2.3789
C -7.4843 -0.1948 -1.8046
O -8.1135 0.3366 -2.9647
C -7.7278 -0.4502 -4.0109
O -8.2049 -0.4036 -5.1056
O -6.7259 -1.3000 -3.6391
H -4.9483 -2.5257 -2.1080
H -5.2560 -1.5994 -0.6226
H -6.4893 -2.6893 -1.2881
H -5.4661 -0.0962 -2.5697
H -7.2522 0.5983 -1.0915
H -8.1702 -0.9082 -1.3367
*
```

***

Entry 7:
F10InN3O11PS4 as an isolated structure. Source: the OMol25 dataset; level of theory: ωB97M-V with the def2-TZVPD basis set.

Output
* frontier orbital gap: 1.2 eV
* E_tot: -4114.49394 hartree

ORCA input file:
```
! RIJCOSX wB97M-V def2-TZVPD def2/J DEFGRID3
* xyz -1 1
In -1.0361 -0.2075 0.7521
P 4.2491 -1.3003 -2.6284
F 5.6267 -0.4510 -2.8668
F 5.1168 -2.0762 -1.4951
F 3.9170 -0.2021 -1.5324
F 2.9574 -2.1897 -2.2419
F 3.4344 -0.4465 -3.7929
F 4.7942 -2.3502 -3.7857
N 1.6044 -1.8528 5.1469
S 1.2537 -2.9116 6.2327
O 0.7321 -2.4780 7.5097
O 1.9222 -4.2182 6.1677
F -0.1576 -3.2971 5.5639
S 3.1458 -1.5754 5.9559
O 4.2528 -2.4970 5.6822
O 3.1217 -0.8069 7.1735
F 3.5725 -0.3965 4.9356
N -3.8894 3.9033 -1.1032
S -5.3308 4.5306 -1.1103
O -6.5213 3.7488 -1.5322
O -5.4686 5.9746 -1.2922
F -5.3239 4.3704 0.4971
S -3.5327 4.6181 -2.6652
O -2.9237 5.9477 -2.6772
O -4.3399 4.1298 -3.7481
F -2.2079 3.6953 -2.8103
N -2.2114 -2.9132 -5.0891
O -2.6830 -3.9461 -4.6795
O -2.1373 -1.9697 -4.3064
O -1.9372 -2.8326 -6.2604
*
```

***

Entry 8:
One molecule with the formula C3H11N5. Source: the OMol25 dataset; level of theory: ωB97M-V with the def2-TZVPD basis set.

Output
* frontier orbital gap: 8.8 eV
* E_tot: -394.54971 hartree

ORCA input file:
```
! RIJCOSX wB97M-V def2-TZVPD def2/J DEFGRID3
* xyz 0 1
C 0.8865 0.3691 -0.7058
N 0.5888 -1.0711 -0.9625
N 0.4101 0.9338 0.5764
N 1.1664 -1.9971 -0.0590
N -0.7518 -1.4392 -1.2275
N 1.2234 0.8113 1.7309
C -0.9951 1.0907 0.8049
C -1.9852 1.4593 -0.0150
H -1.3376 -1.1867 -0.4252
H 0.4223 -2.3041 0.5704
H 1.4070 -2.8382 -0.5863
H -1.1302 -0.9028 -2.0110
H 1.6377 -0.1266 1.7445
H 2.0116 1.4577 1.6613
H 1.9814 0.4766 -0.7254
H 0.5147 0.9530 -1.5578
H -1.1759 1.2085 1.8741
H -2.9326 1.7877 0.4003
H -1.9414 1.3181 -1.0872
*
```

***

Computed HOMO energy (eV) in order:
-7.71; -12.35; -3.57; -8.06; -11.28; -12.07; -8.37; -7.82